[1]
C5H5ClFN | ωB97M-V with the def2-TZVPD basis set

## Properties
Highest occupied orbital energy = -8.4 eV
M = 133.55 u
SMILES = C=C/C=C(/F)Cl.C#N
E_tot = -21992.9609 eV
Spin multiplicity = 1
Energy relative to the best compared isomer or geometry (same formula, charge and spin) = 2.231 eV
Total charge = 0

Each line ends with the Löwdin charge.
Atoms and positions in Å:
C 0.803 0.337 -2.046  -0.004
C 1.213 0.209 -0.784  -0.210
C 0.623 -0.786 0.045  -0.159
C -0.667 -1.164 0.060  -0.812
F -0.954 -2.306 0.716  -0.020
Cl -2.056 -0.625 -0.732  0.763
H 1.324 1.079 -2.755  0.089
H -0.083 -0.236 -2.298  0.022
H 2.139 0.669 -0.444  0.098
H 1.239 -1.355 0.721  0.117
C -1.344 1.470 2.515  0.002
N -1.195 0.796 1.584  0.068
H -1.041 1.912 3.418  0.047

Atomic forces in eV per Å
0.865 1.712 -0.571
0.890 0.288 -1.070
-1.909 -0.858 0.579
1.717 -1.287 -0.311
-0.193 0.160 0.481
-0.162 0.249 -0.423
-1.139 -1.422 1.053
0.294 0.275 -0.734
-0.248 0.175 0.023
0.164 -0.142 0.114
1.249 -1.574 -1.522
-1.115 1.745 1.622
-0.412 0.680 0.760

[2]
C13H16N3O5PdSSeSi | ωB97M-V with the def2-TZVPD basis set

## Properties
Highest occupied orbital energy (spin up / spin down) = 0.9 / -2.0 eV
M = 539.82 u
E_tot = -115989.1705 eV
Spin multiplicity = 4
Energy relative to the best compared isomer or geometry (same formula, charge and spin) = 0.630 eV
Total charge = -2

Each line ends with the Mulliken spin population.
Atoms and positions in Å:
Pd 0.034 -0.322 0.452  1.097
O -1.583 5.630 1.134  0.000
C -0.348 5.444 0.728  -0.001
O 0.391 6.368 0.434  0.000
C 0.120 4.036 0.616  0.011
C 1.398 3.698 0.195  0.003
N 1.494 2.367 0.210  0.003
N 0.348 1.821 0.620  0.056
C -0.505 2.797 0.881  -0.002
C -1.885 2.440 1.396  0.003
O -2.609 3.430 1.721  0.001
O -2.107 1.245 1.607  -0.001
H -2.061 4.712 1.324  0.000
H 2.215 4.334 -0.098  0.001
H 2.269 1.678 0.026  0.012
O 3.210 0.455 0.342  0.081
N 3.527 -0.626 -0.374  0.308
C 4.612 -0.531 -1.249  0.183
C 5.043 -1.618 -1.956  -0.094
C 4.420 -2.866 -1.834  0.366
C 3.303 -2.930 -0.941  0.063
C 2.879 -1.839 -0.229  0.028
S 1.556 -1.983 0.922  0.413
H 5.050 0.453 -1.294  0.050
H 5.889 -1.480 -2.622  -0.004
H 4.740 -3.727 -2.403  0.053
H 2.747 -3.848 -0.808  -0.002
C -4.328 -0.792 -0.052  0.005
Si -2.752 -1.796 -0.171  -0.019
C -2.248 -2.220 1.589  0.004
C -3.211 -3.448 -0.971  0.009
Se -1.259 -0.820 -1.565  0.365
H -5.101 -1.380 0.456  0.000
H -4.693 -0.519 -1.045  0.002
H -4.142 0.122 0.514  -0.001
H -3.165 -2.468 2.135  0.001
H -1.774 -1.394 2.122  -0.002
H -1.575 -3.081 1.607  0.001
H -4.004 -3.957 -0.412  0.000
H -2.338 -4.102 -1.014  0.001
H -3.558 -3.286 -1.994  0.003

Atomic forces in eV per Å
0.242 0.010 0.055
-0.071 -0.032 -0.088
-0.035 -0.169 -0.131
-0.012 0.045 0.069
0.099 0.171 0.037
-0.002 -0.114 0.029
-0.375 0.260 -0.020
0.194 -0.325 0.028
-0.229 0.014 -0.316
0.536 0.148 1.014
-0.264 0.023 -0.469
-0.239 -0.124 -0.355
0.120 0.016 0.245
0.008 0.002 -0.003
0.459 -0.348 0.037
-0.028 0.278 0.105
-0.015 -0.017 -0.173
-0.027 -0.075 0.028
0.033 0.023 -0.011
-0.049 0.035 0.043
0.024 -0.017 -0.021
-0.010 -0.084 -0.016
-0.067 0.372 0.018
0.000 0.010 -0.004
-0.003 -0.004 -0.001
0.003 -0.005 -0.005
-0.005 0.007 -0.003
-0.038 0.035 -0.036
-0.231 -0.090 -0.221
0.125 0.031 0.042
-0.039 -0.008 0.018
-0.062 -0.077 0.115
-0.025 0.044 0.010
-0.012 -0.001 0.000
0.021 0.015 0.018
0.006 -0.092 -0.003
-0.049 0.056 -0.056
0.015 0.010 0.023
0.002 -0.011 0.007
0.007 -0.001 -0.002
-0.011 -0.010 -0.007

[3]
C22H28Br2N2O4Pt | ωB97M-V with the def2-TZVPD basis set

## Properties
Highest occupied orbital energy = -13.0 eV
M = 739.36 u
E_tot = -177724.3476 eV
Spin multiplicity = 1
Total charge = +2

Each line ends with the Löwdin charge.
Atoms and positions in Å:
C -0.064 -1.159 2.052  0.125
C 0.600 -0.012 1.523  0.020
C 1.844 1.051 1.179  -0.291
C 3.271 0.706 1.907  -0.429
Br 5.015 0.348 0.912  0.796
C 3.406 0.662 3.418  -0.504
C 4.859 0.352 4.182  -0.146
Br 1.855 1.019 4.679  0.732
O 1.620 2.461 1.642  -0.046
C 2.760 3.146 0.956  -0.227
O 3.636 4.043 1.417  0.095
O 2.629 2.585 -0.429  -0.006
C 1.780 1.349 -0.431  -0.333
C 0.344 1.627 -1.171  -0.093
C -0.354 3.068 -0.825  -0.131
C -1.839 2.734 -0.146  -0.219
N -2.767 2.027 -1.128  -0.109
C -4.113 1.709 -0.513  -0.194
C -4.233 0.163 0.071  0.000
C -3.034 -0.963 -0.010  0.024
C -3.172 -2.486 0.607  0.008
C -4.559 -2.947 1.354  0.005
C -5.819 -1.853 1.448  0.059
C -5.648 -0.333 0.809  -0.075
O -6.833 0.572 0.919  -0.170
N 2.534 0.473 -1.406  0.026
C 1.792 -0.796 -1.761  -0.195
C 2.812 -2.119 -1.816  -0.173
C 3.181 -2.571 -3.363  -0.256
C 3.361 -4.211 -3.535  -0.147
H -0.537 -2.210 2.365  0.086
H 4.769 0.774 5.295  0.094
H 5.038 -0.814 4.311  0.118
H 5.762 0.919 3.699  0.082
H 0.562 1.639 -2.345  0.148
H -0.451 0.765 -1.015  0.096
H 0.297 3.798 -0.183  0.124
H -0.568 3.634 -1.852  0.134
H -2.308 3.772 0.134  0.130
H -1.655 2.052 0.802  0.130
H -2.978 2.748 -1.874  0.128
H -4.348 2.463 0.377  0.142
H -5.012 1.858 -1.281  0.149
H -2.020 -0.666 -0.519  0.081
H -2.274 -3.258 0.517  0.119
H -4.616 -4.040 1.801  0.118
H -6.831 -2.162 1.984  0.120
H -7.245 0.532 -0.008  0.161
H 2.742 0.981 -2.305  0.159
H 1.313 -0.704 -2.848  0.136
H 0.933 -1.096 -1.026  0.104
H 2.252 -3.031 -1.297  0.117
H 3.783 -1.891 -1.192  0.097
H 4.208 -2.062 -3.630  0.114
H 2.362 -2.228 -4.127  0.104
H 3.848 -4.365 -4.602  0.086
H 4.126 -4.663 -2.756  0.088
H 2.329 -4.777 -3.532  0.082
Pt -8.345 1.387 2.567  0.609

Atomic forces in eV per Å
5.022 7.201 -3.757
-2.876 -7.534 4.314
-1.230 -0.538 -0.131
0.194 -0.954 3.136
-2.784 0.457 1.217
0.876 0.017 -2.302
-1.011 0.500 1.207
2.229 -0.538 -2.090
2.600 -0.367 -0.741
2.468 2.882 0.262
-6.892 -6.846 -3.526
0.089 0.889 3.196
1.622 0.868 -1.530
-0.623 0.929 -0.563
-1.302 -0.453 -0.758
0.992 0.964 0.522
-0.953 1.108 0.379
-0.808 -0.209 0.737
0.465 -3.284 1.266
-3.112 -0.317 1.445
-3.008 2.619 0.358
-0.187 4.080 -1.483
3.625 -0.074 -1.270
1.699 -2.269 0.427
1.779 -2.176 -1.973
-1.776 -0.724 0.563
-0.026 -1.640 -0.887
-0.366 -0.519 -0.178
0.545 -0.412 0.431
0.559 0.500 -0.699
1.134 3.089 -0.924
-0.009 -0.898 -2.549
-0.419 2.481 -0.691
-1.938 -1.307 0.555
-0.231 -0.153 2.716
1.896 1.751 -0.092
-1.432 -1.638 -1.052
0.530 -1.221 2.201
0.825 -1.959 -0.048
-0.566 1.421 -1.858
0.413 -1.290 0.975
0.370 -1.708 -1.537
2.118 -0.438 1.431
-2.358 -0.558 1.079
-2.147 1.913 0.142
-0.131 2.644 -1.021
2.403 0.806 -1.326
0.519 0.290 1.803
-0.140 -0.301 1.623
0.928 -0.126 2.303
1.736 1.054 -1.130
1.124 1.985 -1.030
-1.957 -0.438 -1.288
-2.104 -0.972 0.305
1.530 -0.509 1.541
-1.071 0.188 2.187
-1.784 0.963 -1.474
2.112 1.178 0.223
0.838 -0.403 -0.631

[4]
C5H3F | ωB97M-V with the def2-TZVPD basis set

## Properties
Highest occupied orbital energy = -10.4 eV
M = 82.08 u
SMILES = C#CC(F)C#C
E_tot = -7946.3174 eV
Spin multiplicity = 1
Energy relative to the best compared isomer or geometry (same formula, charge and spin) = 0.807 eV
Total charge = 0

Each line ends with the Löwdin charge.
Atoms and positions in Å:
C 2.239 -0.943 -0.075  0.142
C 1.226 -0.238 -0.014  -0.050
C -0.008 0.502 0.287  -0.425
F -0.120 1.745 -0.197  0.040
C -1.142 -0.371 -0.044  -0.060
C -2.112 -1.088 -0.039  0.144
H 2.802 -1.816 -0.141  0.015
H 0.018 0.651 1.386  0.162
H -2.961 -1.716 -0.164  0.032

Atomic forces in eV per Å
-4.207 2.401 0.270
3.311 -1.551 -0.420
0.287 -1.366 1.724
0.082 1.177 -1.257
-1.105 -0.245 0.508
0.785 0.576 -0.438
1.086 -0.583 -0.170
-0.233 -0.360 -0.291
-0.006 -0.048 0.073

[5]
C5H5N3 | ωB97M-V with the def2-TZVPD basis set

## Properties
Highest occupied orbital energy = -8.0 eV
M = 107.12 u
SMILES = c1cc2[nH]ccn2n1
E_tot = -9731.8837 eV
Spin multiplicity = 1
Energy relative to the best compared isomer or geometry (same formula, charge and spin) = 3.605 eV
Total charge = 0

Each line ends with the Löwdin charge.
Atoms and positions in Å:
C -2.081 -0.301 0.034  -0.294
C -1.526 0.996 -0.029  -0.008
C -0.153 0.507 -0.366  -0.237
N 1.160 0.990 -0.195  0.040
C 1.951 -0.126 0.040  -0.142
C 1.241 -1.249 0.146  -0.019
N -0.101 -0.909 -0.377  -0.052
N -1.324 -1.272 0.023  0.019
H -3.174 -0.404 -0.114  0.114
H -1.850 1.941 0.545  0.111
H 1.343 2.127 0.271  0.277
H 2.911 -0.074 0.280  0.066
H 1.603 -2.225 -0.258  0.124

Atomic forces in eV per Å
-5.098 4.180 -0.008
4.477 -0.455 -0.391
-1.082 2.000 2.019
-0.169 3.632 1.237
-3.157 1.266 0.599
-1.858 -2.003 -3.333
1.154 4.229 1.909
1.260 -6.854 -1.141
0.589 -0.477 1.098
0.609 -1.627 -1.745
-0.691 -5.091 -2.047
4.112 0.535 0.472
-0.147 0.665 1.329

F_max / eV Å⁻¹: 2.63, 1.16, 10.33, 4.85, 7.06